No. 1
# C3H4N2OS2

One molecule with the formula C3H4N2OS2 (the ωB97M-V functional and the def2-TZVPD basis, OMol25).

Computed properties:
HOMO energy   -8.6 eV

Element x y z (Å)
S: 0.5052 1.1742 0.2814
S: -0.9733 -1.2980 -0.4052
O: -0.9255 0.9419 2.6318
N: 1.0573 -0.4289 -1.9032
N: 1.7501 0.5727 -2.4022
C: 0.2757 -0.1999 -0.9306
C: -0.8803 -1.1152 1.3061
C: -0.6049 0.4774 1.5972
H: 2.6357 0.0432 -2.7936
H: 1.8794 1.4874 -1.7416
H: -0.1376 -1.6671 2.0062
H: -1.8792 -1.3989 1.7556

Force components x, y, z for each atom (eV/Å):
S -0.914 -0.074 0.029
S -0.140 -1.325 -1.699
O 0.109 1.134 -0.036
N -2.693 -0.595 1.174
N 4.044 1.467 -0.402
C 0.592 0.050 1.698
C -0.066 1.379 3.027
C 0.484 -3.049 -0.579
H -1.849 2.514 0.991
H 0.126 -2.862 -1.849
H -0.638 0.717 -1.724
H 0.944 0.645 -0.630

The net atomic charges from natural (NBO), expressed in e, are:
1. S 0.10
2. S 0.35
3. O -0.50
4. N -0.24
5. N -0.62
6. C -0.12
7. C -0.71
8. C 0.49
9. H 0.39
10. H 0.35
11. H 0.25
12. H 0.26

---

No. 2
# C3H4N2OS2

One molecule with the formula C3H4N2OS2 (the ωB97M-V functional and the def2-TZVPD basis, OMol25).

Computed properties:
HOMO energy   -8.7 eV

Element x y z (Å)
S: -1.5375 0.2396 0.7082
S: 2.2732 -0.2887 -1.2518
O: -0.9922 -2.7056 0.1581
N: -1.4855 1.9387 0.9995
N: 0.9358 0.3239 -0.3957
C: -0.0864 -1.9323 -0.0779
C: -0.1171 -0.3672 -0.0717
C: -0.4436 2.6629 0.7113
H: 0.9372 -2.3423 -0.3231
H: 0.3702 2.3730 0.0459
H: -0.6434 3.6606 0.9106
H: 3.2318 0.7224 -0.7977

Force components x, y, z for each atom (eV/Å):
S -0.607 0.836 0.304
S 1.232 1.241 0.977
O 0.845 1.550 -0.170
N 2.083 -0.535 -0.379
N -1.237 -0.312 0.159
C -0.196 -0.747 -0.418
C 2.038 -0.741 -0.176
C -2.048 -2.113 -1.044
H -0.568 0.481 0.219
H 0.031 -0.144 0.682
H 0.160 2.009 0.582
H -1.732 -1.524 -0.735

The net atomic charges from natural (NBO), expressed in e, are:
1. S 0.53
2. S 0.19
3. O -0.47
4. N -0.53
5. N -0.61
6. C 0.38
7. C -0.08
8. C -0.07
9. H 0.14
10. H 0.21
11. H 0.18
12. H 0.14

---

No. 3
# C3H4N2S

A 2-piece molecular cluster, C3H4N2S overall (the ωB97M-V functional and the def2-TZVPD basis, OMol25).

Computed properties:
HOMO energy (spin up / spin down)   -8.9 / -8.9 eV

Element x y z (Å)
S: -1.5640 0.3462 0.0991
N: -1.3030 1.8218 0.4813
N: 2.4986 1.0882 -0.2756
C: 1.5273 1.5189 0.1466
C: -0.3666 -0.5307 0.7520
C: 0.0796 -1.5201 1.4756
H: 0.6613 1.7629 0.7222
H: 1.2483 -1.7898 1.3677
H: -0.3738 -1.9390 2.3851
H: -2.1372 2.1711 0.0204

Force components x, y, z for each atom (eV/Å):
S 2.043 -2.288 0.610
N -1.098 0.645 0.104
N 0.349 0.061 -0.491
C 0.428 -0.426 0.684
C -2.125 -0.358 -0.348
C 3.666 -0.099 0.391
H -0.280 0.589 -0.289
H -2.805 0.282 -0.027
H -0.175 0.255 -0.579
H -0.003 1.338 -0.056

The net atomic charges from natural (NBO), expressed in e, are:
1. S 0.97
2. N -1.04
3. N -0.34
4. C 0.07
5. C -0.35
6. C -0.38
7. H 0.25
8. H 0.24
9. H 0.23
10. H 0.35

---

No. 4
# C3H4N2S

One molecule with the formula C3H4N2S (the ωB97M-V functional and the def2-TZVPD basis, OMol25).

Computed properties:
HOMO energy   -8.3 eV

Element x y z (Å)
S: 0.8094 -0.0280 -0.0155
N: -1.6794 0.6771 0.0337
N: 2.3729 0.3059 -0.0157
C: -0.4634 1.2173 0.0444
C: -1.9602 -0.4766 -0.1379
C: 0.1012 -1.4628 0.1001
H: 0.7755 -2.2137 -0.3265
H: -2.8509 -1.0607 -0.2351
H: -0.3452 2.2982 0.2812
H: 2.3829 1.2720 0.2827

Force components x, y, z for each atom (eV/Å):
S -0.614 1.153 0.603
N 0.886 1.188 -0.253
N -2.019 -0.582 -0.042
C 1.391 0.600 0.617
C 0.983 -2.290 0.063
C -1.166 1.592 -1.280
H -0.506 -0.315 0.410
H 0.234 -0.632 0.183
H 0.469 -1.296 -0.317
H 0.343 0.580 0.016

The net atomic charges from natural (NBO), expressed in e, are:
1. S 1.32
2. N -0.36
3. N -1.00
4. C -0.47
5. C 0.22
6. C -0.77
7. H 0.24
8. H 0.23
9. H 0.25
10. H 0.36

---

No. 5
# C3H4N2S

One molecule with the formula C3H4N2S (the ωB97M-V functional and the def2-TZVPD basis, OMol25).

Computed properties:
HOMO energy   -8.9 eV

Element x y z (Å)
S: -1.0916 0.2755 2.0054
N: 1.5991 -2.0765 0.4154
N: -1.3552 0.2861 -0.6437
C: 1.3279 -1.0124 0.1221
C: 0.9017 0.3845 0.0010
C: -0.5578 0.3571 0.4256
H: 1.0410 0.5639 -1.0616
H: -2.2794 0.6081 -0.6112
H: 1.4360 0.8853 0.7246
H: -1.0216 -0.2716 -1.3777

Force components x, y, z for each atom (eV/Å):
S 0.677 0.655 -1.324
N 0.451 -1.473 -0.073
N 0.515 0.557 0.422
C -0.044 0.839 0.591
C -1.163 -2.983 -0.952
C -0.637 0.022 1.427
H 0.054 1.185 0.173
H -1.421 -0.256 0.198
H 1.447 1.734 1.033
H 0.121 -0.280 -1.496

The net atomic charges from natural (NBO), expressed in e, are:
1. S -0.09
2. N -0.30
3. N -0.78
4. C 0.27
5. C -0.57
6. C 0.13
7. H 0.25
8. H 0.41
9. H 0.28
10. H 0.39

---

No. 6
# C3H4N2S

One molecule with the formula C3H4N2S (the ωB97M-V functional and the def2-TZVPD basis, OMol25).

Computed properties:
HOMO energy   -8.5 eV

Element x y z (Å)
S: -0.6425 -1.3605 -1.8569
N: 0.9689 0.8757 1.1747
N: -0.9275 0.5080 0.0004
C: 0.0139 -0.4433 -0.3951
C: 1.1130 -0.2643 0.3800
C: -0.3368 1.2472 0.9849
H: 2.0306 -0.9300 0.3295
H: -0.7941 2.2326 1.3069
H: 0.3431 -2.4863 -1.4725
H: -1.7685 0.6208 -0.4519

Force components x, y, z for each atom (eV/Å):
S 3.678 -2.288 2.440
N -3.004 -0.676 -0.127
N 3.590 -0.616 1.649
C -2.602 0.255 -1.315
C 1.369 -0.324 -0.393
C 1.922 1.364 -0.480
H -1.208 1.352 0.269
H 0.720 -1.626 -0.089
H -2.292 2.073 -1.219
H -2.172 0.485 -0.735

The net atomic charges from natural (NBO), expressed in e, are:
1. S -0.04
2. N -0.44
3. N -0.54
4. C -0.03
5. C -0.13
6. C 0.15
7. H 0.22
8. H 0.21
9. H 0.18
10. H 0.41

---

No. 7
# C3H4N2S

C3H4N2S as an isolated structure (the ωB97M-V functional and the def2-TZVPD basis, OMol25).

Computed properties:
HOMO energy (spin up / spin down)   -7.6 / -9.7 eV
Spin multiplicity   3

Element x y z (Å)
S: 1.4951 -1.2298 0.5113
N: 1.7020 2.0869 1.4039
N: -0.9351 1.2705 -0.5401
C: 1.0751 0.4137 0.5460
C: -0.0768 -1.1558 -0.4363
C: -0.1358 0.3668 -0.2065
H: 0.0443 -1.4476 -1.4800
H: -0.8808 -1.7193 0.0352
H: 2.5255 1.7056 1.8779
H: -1.7551 0.9960 -1.0721

Force components x, y, z for each atom (eV/Å):
S 0.364 -0.606 0.207
N -1.506 -3.640 -1.971
N -0.887 1.378 -0.232
C 0.615 4.298 1.470
C -0.059 0.011 -0.182
C 0.903 -0.927 0.443
H 0.067 0.020 0.102
H 0.085 0.053 0.060
H 0.268 -0.244 0.116
H 0.150 -0.343 -0.013

The net atomic charges from natural (NBO), expressed in e, are:
1. S 0.35
2. N -0.30
3. N -0.59
4. C -0.12
5. C -0.55
6. C 0.13
7. H 0.23
8. H 0.24
9. H 0.27
10. H 0.34

---

No. 8
# C3H4N2S

One molecule with the formula C3H4N2S (the ωB97M-V functional and the def2-TZVPD basis, OMol25).

Computed properties:
HOMO energy (spin up / spin down)   -6.4 / -9.9 eV
Spin multiplicity   3

Element x y z (Å)
S: 1.0497 1.0424 0.3871
N: -0.0920 -1.9661 -1.0076
N: 2.1044 0.3890 -0.7627
C: -0.6739 0.0203 0.4566
C: -0.4120 -1.0705 -0.3583
C: -1.7543 0.4538 1.1471
H: 2.0086 -0.6365 -0.8802
H: -1.4242 1.2962 1.7521
H: 1.9113 0.5888 -1.7792
H: -2.7177 -0.1174 1.0452

Force components x, y, z for each atom (eV/Å):
S -2.418 -0.901 -0.227
N 0.649 -1.589 -1.348
N -0.946 -1.153 -1.642
C 7.721 -1.954 -4.532
C -1.173 1.765 1.947
C -3.479 1.474 2.286
H 0.160 0.213 1.129
H -1.418 -0.189 0.641
H -0.080 0.959 1.373
H 0.985 1.375 0.373

The net atomic charges from natural (NBO), expressed in e, are:
1. S 0.56
2. N -0.35
3. N -0.97
4. C -0.23
5. C 0.16
6. C -0.39
7. H 0.40
8. H 0.21
9. H 0.39
10. H 0.23

---

No. 9
# C3H4N3

C3H4N3 as an isolated structure (the ωB97M-V functional and the def2-TZVPD basis, OMol25).

Computed properties:
Total charge   +1
HOMO energy (spin up / spin down)   -16.3 / -16.7 eV
Spin multiplicity   3

Element x y z (Å)
N: -0.4069 -0.1694 0.2383
N: -2.1856 -1.1959 0.6620
N: -0.9988 -0.9141 1.1592
C: -2.5558 -0.6902 -0.5276
C: 0.9163 0.3276 0.3856
C: -1.3355 -0.1290 -0.6950
H: 1.7412 0.1412 -0.3282
H: -3.4194 -1.2054 -0.9590
H: 1.2990 0.1512 1.3595
H: 0.8452 1.3690 0.2659

Force components x, y, z for each atom (eV/Å):
N -0.738 -2.780 -0.414
N -1.103 -2.545 1.245
N -1.221 1.046 1.094
C 0.382 -2.064 3.518
C 1.913 1.166 -0.760
C 1.925 4.112 -5.002
H -1.097 -1.179 -0.180
H 0.372 1.052 -0.643
H -0.129 -0.480 0.941
H -0.303 1.670 0.200

The net atomic charges from natural (NBO), expressed in e, are:
1. N -0.20
2. N -0.06
3. N 0.17
4. C -0.09
5. C -0.46
6. C 0.51
7. H 0.28
8. H 0.32
9. H 0.27
10. H 0.25

---

No. 10
# C3H4N3O

C3H4N3O as an isolated structure (the ωB97M-V functional and the def2-TZVPD basis, OMol25).

Computed properties:
Total charge   -1
HOMO energy (spin up / spin down)   -3.4 / -3.4 eV

Element x y z (Å)
O: -2.3812 1.3800 0.4056
N: -2.7440 0.1982 0.8905
N: 1.8773 -0.3558 -0.8712
N: -0.2283 0.3740 -0.2784
C: 1.3062 -1.0833 0.1922
C: 0.1193 -0.5746 0.5904
C: 0.8552 0.4924 -1.0406
H: 1.9988 -1.8006 0.6404
H: -1.2993 1.1199 -0.0581
H: -0.4966 -1.0602 1.3225
H: 0.9926 1.3101 -1.7934

Force components x, y, z for each atom (eV/Å):
O -0.709 -2.352 0.920
N 0.235 2.624 -0.856
N -2.647 0.024 1.513
N -0.375 1.973 -0.233
C 3.396 -0.452 -0.248
C -0.038 -2.504 0.840
C 1.605 1.897 -2.921
H -0.784 -0.121 0.169
H 0.425 -0.833 0.002
H -0.489 0.480 0.163
H -0.620 -0.737 0.651

The net atomic charges from natural (NBO), expressed in e, are:
1. O -0.57
2. N -0.15
3. N -0.54
4. N -0.57
5. C -0.17
6. C -0.13
7. C 0.14
8. H 0.17
9. H 0.46
10. H 0.21
11. H 0.15

---

What did we get for relative energy (zero: lowest compared OMol25 entry of this formula, charge and spin)? Answer: 55.71 76.57 115.78 184.96 30.30 36.00 67.57 48.54 74.54 2.94 kcal per mole, in the order shown.